Below is the ion C7H16N5O2 with charge +1 in a non-equilibrium geometry, with properties calculated with ωB97M-V/def2-TZVPD.

```
30
Properties=species:S:1:pos:R:3:forces:R:3:nbo_charge:R:1
C 2.95370 -1.44783 0.06804 0.411 0.017 -0.171 -0.003
N 1.81926 -1.00443 0.35637 -0.097 -0.364 -0.312 -0.440
C 1.42398 0.31991 -0.03187 0.021 0.189 -0.148 -0.257
C -0.01610 0.32105 -0.57725 0.259 0.529 0.232 -0.294
C -0.62815 1.74314 -0.54358 0.074 0.018 -0.139 -0.387
C 0.08524 2.69452 -1.49573 -0.102 -0.099 0.116 -0.609
C -0.97419 -0.67483 0.02551 0.195 -0.018 -0.242 0.610
N -2.02382 -0.95509 -0.73917 -0.068 -0.112 0.088 -0.734
N -0.84458 -1.32798 1.16471 -0.544 0.561 -0.004 -0.217
C -1.71311 -2.43812 1.51997 -0.260 -0.358 0.230 -0.438
N 0.10264 -1.09664 2.12988 0.829 -1.042 0.776 -0.129
N 0.10932 0.04795 2.65341 -0.490 -0.828 -0.497 0.573
O -0.56963 1.00246 2.39377 -0.083 0.774 0.266 -0.390
O 1.04634 0.17381 3.61628 0.145 0.906 0.509 -0.469
H 3.21308 -2.44176 0.40044 0.114 -0.250 0.016 0.185
H 3.70635 -0.89563 -0.49645 0.065 0.162 -0.059 0.156
H 2.08433 0.74602 -0.79844 -0.087 0.035 0.052 0.211
H 1.49561 0.97438 0.84286 -0.063 0.017 -0.073 0.213
H 0.04870 0.01888 -1.63021 -0.073 -0.081 0.075 0.239
H -1.68178 1.68860 -0.82087 -0.058 0.004 0.037 0.204
H -0.57755 2.13627 0.47156 -0.090 -0.090 -0.079 0.240
H -0.45179 3.63736 -1.52834 0.006 0.123 -0.039 0.236
H 0.12210 2.28955 -2.50411 0.024 -0.014 -0.158 0.206
H 1.09893 2.90154 -1.16867 0.153 0.052 0.002 0.213
H -2.12825 -0.49492 -1.63079 0.076 -0.053 0.088 0.430
H -2.79172 -1.52642 -0.42534 0.028 0.040 -0.013 0.425
H -1.23067 -2.97545 2.33259 -0.033 0.046 -0.059 0.262
H -2.68557 -2.08481 1.86474 -0.031 0.025 -0.003 0.225
H -1.82998 -3.12172 0.68099 0.027 0.032 -0.075 0.225
H 1.54348 -0.65743 3.71779 -0.348 -0.220 -0.414 0.514
```
Positions in Å, forces in eV/Å.

HOMO level	-0.4733	Eh
net charge	+1
frontier orbital gap	9.568	eV
energy relative to the best compared isomer or geometry (same formula, charge and spin)	3.188	eV

=====

Below is a cluster of 2 separate species, C7H16NO in total in a non-equilibrium geometry, with properties calculated with ωB97M-V/def2-TZVPD.

```
25
Properties=species:S:1:pos:R:3:forces:R:3:nbo_charge:R:1
C 2.44792 -1.13469 0.00202 0.025 -1.696 0.164 -0.610
C 2.89235 0.99187 1.30035 -1.576 -0.005 0.607 -0.607
C -1.28048 0.94824 -1.18123 1.100 2.177 0.204 -0.633
C -1.32285 0.18941 1.25634 -2.984 -1.816 0.101 -0.661
C -3.10257 -1.10960 -1.80914 1.206 1.261 -0.131 -0.494
C 2.08857 0.29546 0.21666 -1.391 0.762 0.041 -0.422
C -1.93425 0.23101 -0.11693 -1.097 -1.955 -0.178 -0.148
N -2.83394 -0.82378 -0.54432 1.218 2.249 1.078 0.145
O -3.50446 -1.43626 0.33507 -0.278 -1.421 1.729 -0.647
H 1.96639 -1.74504 0.86000 0.998 0.559 -1.563 0.207
H 2.18200 -1.53865 -1.00658 -0.508 0.285 0.949 0.215
H 3.54048 -1.25360 -0.02423 -0.037 -0.126 0.542 0.182
H 3.94133 1.07010 1.11042 0.674 0.672 -0.661 0.190
H 2.89594 0.37769 2.19631 -0.453 0.012 0.476 0.192
H 2.32668 1.94270 1.48631 1.187 -0.516 0.180 0.211
H -1.94703 1.60099 -1.73778 -0.442 0.026 -0.661 0.177
H -0.69424 0.38079 -1.88837 0.405 -0.593 -0.696 0.162
H -0.58236 1.70572 -0.73122 -0.312 -0.678 -0.210 0.188
H -2.07835 -0.47583 1.76264 1.085 -0.121 -0.110 0.257
H -1.51816 1.06258 1.82944 0.421 1.444 0.377 0.182
H -0.29667 -0.16004 1.42449 -0.244 -0.215 -0.074 0.149
H -2.75076 -0.38162 -2.47475 0.526 0.366 -1.255 0.159
H 2.22403 0.88397 -0.69454 -0.287 -0.099 -0.144 0.188
H -3.64626 -1.95408 -2.09359 -1.000 -0.827 0.083 0.179
H 0.98670 0.33267 0.52262 1.765 0.256 -0.848 0.238
```
Positions in Å, forces in eV/Å.

HOMO level (alpha / beta)	-0.0537 / -0.0537	Eh
net charge	-1
frontier orbital gap (alpha / beta)	4.887 / 4.887	eV
energy relative to the best compared isomer or geometry (same formula, charge and spin)	1.941	eV

=====

Below is a cluster of 2 separate species, C7H16NO in total in a non-equilibrium geometry, with properties calculated with ωB97M-V/def2-TZVPD.

```
25
Properties=species:S:1:pos:R:3:forces:R:3:nbo_charge:R:1
C 1.08706 0.11893 2.75651 -0.888 1.307 0.348 0.530
C 0.34511 -1.18205 -2.67585 -0.023 0.764 -0.191 -0.612
C 1.63872 0.29210 -0.50018 0.522 -0.505 1.987 -0.620
C -1.65239 -0.56409 1.46028 2.208 -2.456 -2.506 -0.422
C -0.84670 1.68537 0.87271 0.359 0.318 2.530 -0.449
C -0.36975 -0.21577 -1.69947 1.991 0.049 -2.542 -0.437
C 0.22854 -0.27508 -0.35772 0.091 0.598 1.869 -0.035
N -0.67281 0.26784 0.76440 3.109 0.061 0.214 -0.206
O 0.95115 1.09098 3.36836 0.199 -1.207 -0.896 -0.343
H 1.59862 -0.85071 2.89920 -0.052 0.046 -0.216 0.229
H 0.79120 -2.08415 -2.35735 0.026 -1.147 1.202 0.215
H 1.12436 -0.76406 -3.25621 1.005 1.125 -0.299 0.217
H -0.34962 -1.42328 -3.42737 -1.128 -0.588 -0.892 0.229
H 2.22994 -0.43563 -1.08707 -0.341 0.586 0.176 0.257
H 2.21783 0.46614 0.47162 -0.885 -0.113 -1.222 0.204
H 1.49260 1.20837 -1.03647 0.662 0.649 -0.275 0.223
H -1.90391 0.03436 2.21267 -2.052 2.023 3.198 0.216
H -2.41684 -0.90761 0.80497 -1.139 0.344 -0.570 0.232
H -1.28763 -1.52553 1.87373 0.570 0.624 -0.251 0.224
H -0.66322 2.16049 1.92774 -0.051 -1.290 -1.373 0.238
H -0.20780 2.22484 0.22914 0.541 0.401 -0.969 0.234
H -1.86530 1.88485 0.71829 -1.515 0.659 -0.593 0.231
H -0.39139 0.71854 -2.31733 -0.183 -0.218 1.422 0.236
H -1.28048 -0.64023 -1.62102 -3.581 -0.813 0.069 0.210
H 0.20268 -1.28462 -0.02355 0.555 -1.219 -0.217 0.202
```
Positions in Å, forces in eV/Å.

HOMO level (alpha / beta)	-0.5165 / -0.4732	Eh
net charge	+1
frontier orbital gap (alpha / beta)	9.099 / 6.795	eV
energy relative to the best compared isomer or geometry (same formula, charge and spin)	4.803	eV

=====

Below is a cluster of 2 separate species, C7H16NO2S in total in a non-equilibrium geometry, with properties calculated with ωB97M-V/def2-TZVPD.

```
27
Properties=species:S:1:pos:R:3:forces:R:3:nbo_charge:R:1
C -2.94070 0.00929 -0.67451 2.681 1.320 1.275 -0.481
C -2.32844 1.01321 0.37976 -1.200 0.263 -0.604 -0.523
C -2.36753 -0.41338 0.57081 1.022 2.136 -0.340 0.455
C -2.22250 -1.39221 1.54780 1.860 -0.824 1.899 -0.751
C 2.81607 -0.78277 -0.33380 -0.775 1.130 3.899 -0.434
C 1.88192 1.16507 -1.51629 -1.066 -0.922 2.502 -0.398
C 1.49681 1.08595 0.88571 -3.826 -0.456 -0.526 -0.414
N 1.71341 0.28180 -0.29535 0.632 -2.145 -1.215 -0.392
O 0.42252 -2.22982 0.14398 0.351 0.328 -0.162 -0.908
O -0.05926 -0.97088 -1.91987 -0.009 -0.030 -2.341 -0.921
S 0.04191 -1.00084 -0.51345 -0.841 0.324 2.437 1.758
H -3.94939 0.07402 -0.82879 -2.523 -0.120 -0.215 0.276
H -2.32959 -0.09918 -1.51664 0.586 -0.623 -1.417 0.290
H -1.43805 1.60597 0.27687 0.464 -0.388 -0.442 0.266
H -3.06463 1.65859 0.83223 -0.444 -0.300 0.585 0.278
H -1.90155 -2.29638 1.00001 -0.563 -0.256 1.097 0.303
H -3.18388 -1.39643 2.03480 -1.147 -0.771 -0.020 0.320
H -1.58620 -1.10044 2.47075 -0.481 -0.432 -1.906 0.278
H 2.59649 -1.55781 0.44134 0.175 0.736 -0.533 0.246
H 2.71966 -1.24085 -1.24804 0.199 -0.954 -2.221 0.223
H 3.80359 -0.36220 -0.10173 -0.292 0.094 -0.432 0.225
H 2.69658 0.74066 -2.00303 0.844 -0.372 -1.792 0.224
H 0.91862 1.23227 -1.97680 -0.161 -0.052 -0.932 0.232
H 2.15399 2.09555 -1.10818 0.470 1.401 0.066 0.207
H 0.82789 1.90549 0.49788 1.010 -0.311 0.881 0.205
H 0.88755 0.59457 1.68718 0.703 -0.095 -0.697 0.217
H 2.39470 1.38075 1.26739 2.330 1.317 1.154 0.221
```
Positions in Å, forces in eV/Å.

HOMO level (alpha / beta)	-0.4833 / -0.4833	Eh
net charge	+1
frontier orbital gap (alpha / beta)	7.426 / 7.426	eV
energy relative to the best compared isomer or geometry (same formula, charge and spin)	3.830	eV